[1]
DFT (ωB97M-V/def2-TZVPD) results for C5H20CuN10O5 as an isolated structure at a distorted geometry.

## Properties
LUMO level (alpha / beta) (eV): 0.35 / 0.23
Net charge: 0
HOMO (alpha / beta) (eV): -1.82 / -7.96
Multiplicity: 2

```
41
C5H20CuN10O5 | the OMol25 dataset | ωB97M-V/def2-TZVPD
Cu -0.43 -0.87 0.77
C 1.98 1.14 2.04
O 0.88 0.68 1.69
N 2.51 2.24 1.51
N 2.58 0.76 3.13
H 2.97 2.71 2.27
H 2.22 2.64 0.63
H 2.01 0.24 3.78
H 3.36 1.30 3.47
C -1.65 -1.60 -2.36
O -1.91 -1.18 -1.19
N -0.61 -1.41 -3.11
N -2.52 -2.26 -3.07
H -0.79 -1.43 -4.11
H 0.17 -0.90 -2.72
H -2.42 -2.41 -4.06
H -3.26 -2.56 -2.45
C -2.70 1.53 0.50
O -1.99 0.79 1.20
N -3.00 2.78 0.89
N -3.43 1.13 -0.54
H -3.68 3.32 0.38
H -2.87 2.97 1.88
H -3.80 1.83 -1.16
H -3.19 0.22 -0.90
C 1.49 -2.97 1.41
O 1.17 -2.57 0.36
N 2.20 -2.23 2.26
N 1.22 -4.18 1.85
H 2.53 -1.28 2.15
H 2.43 -2.70 3.12
H 0.55 -4.74 1.34
H 1.52 -4.24 2.81
C 0.91 1.13 -1.67
O 1.16 -0.04 -1.54
N 0.39 1.87 -0.76
N 1.22 1.85 -2.71
H 0.29 1.52 0.18
H 0.00 2.75 -1.09
H 1.50 1.34 -3.53
H 0.99 2.83 -2.64
```

For each atom in turn, the natural (NBO) charge in e is: Cu 0.718; C 0.618; O -0.817; N -0.883; N -0.934; H 0.325; H 0.409; H 0.382; H 0.327; C 0.779; O -0.773; N -0.819; N -0.826; H 0.371; H 0.437; H 0.396; H 0.411; C 0.770; O -0.725; N -0.847; N -0.835; H 0.378; H 0.413; H 0.374; H 0.437; C 0.756; O -0.696; N -0.848; N -0.832; H 0.428; H 0.355; H 0.417; H 0.379; C 0.744; O -0.702; N -0.855; N -0.830; H 0.446; H 0.366; H 0.404; H 0.381


[2]
DFT (ωB97M-V/def2-TZVPD) results for C5H20FKN10O5Ti as an isolated structure at a distorted geometry.

## Properties
LUMO level (alpha / beta) (eV): -3.16 / -3.41
Net charge: +1
HOMO (alpha / beta) (eV): -9.31 / -11.90
Multiplicity: 4

```
43
C5H20FKN10O5Ti | the OMol25 dataset | ωB97M-V/def2-TZVPD
Ti -1.59 -0.73 -2.71
K 1.33 1.74 -2.33
F -0.28 0.07 -0.76
C -3.80 1.10 -0.74
O -3.56 0.04 -1.26
N -4.91 1.83 -0.80
N -2.91 1.87 -0.25
H -5.67 1.63 -1.45
H -4.83 2.80 -0.53
H -3.16 2.48 0.51
H -1.99 1.51 -0.44
C -1.85 -3.09 -1.25
O -1.72 -2.92 -2.42
N -1.53 -2.29 -0.29
N -2.26 -4.17 -0.81
H -1.65 -2.68 0.63
H -0.99 -1.48 -0.56
H -2.67 -4.76 -1.52
H -2.13 -4.38 0.17
C 1.92 -2.60 -0.01
O 2.69 -3.40 0.47
N 1.36 -2.74 -1.14
N 1.74 -1.40 0.33
H 1.03 -1.90 -1.60
H 1.65 -3.50 -1.73
H 1.00 -0.81 -0.03
H 2.44 -1.04 0.97
C -0.02 2.83 2.28
O 0.35 3.73 2.99
N 0.02 1.57 2.57
N -0.29 3.10 1.01
H 0.13 1.43 3.56
H -0.29 0.78 2.02
H -0.67 2.30 0.52
H -0.13 3.94 0.47
C 4.11 1.25 -0.06
O 3.95 1.38 -1.21
N 3.12 1.29 0.80
N 5.21 1.00 0.62
H 3.53 1.18 1.72
H 2.14 1.17 0.59
H 6.04 0.79 0.08
H 5.13 1.09 1.62
```

For each atom in turn, the natural (NBO) charge in e is: Ti 0.937; K 0.940; F -0.886; C 0.789; O -0.759; N -0.810; N -0.834; H 0.415; H 0.394; H 0.416; H 0.400; C 0.741; O -0.767; N -0.820; N -0.766; H 0.401; H 0.406; H 0.421; H 0.399; C 0.732; O -0.659; N -0.815; N -0.869; H 0.364; H 0.409; H 0.410; H 0.401; C 0.744; O -0.635; N -0.840; N -0.858; H 0.418; H 0.403; H 0.355; H 0.417; C 0.774; O -0.705; N -0.834; N -0.821; H 0.377; H 0.401; H 0.425; H 0.391


[3]
DFT (ωB97M-V/def2-TZVPD) results for C5H20FN10O5Tl as an isolated structure at a distorted geometry.

## Properties
LUMO level (eV): -12.68
Net charge: +2
HOMO (eV): -14.58

```
42
C5H20FN10O5Tl | the OMol25 dataset | ωB97M-V/def2-TZVPD
Tl 4.85 2.20 -1.47
F 1.62 0.12 -0.11
C 5.43 -0.84 3.22
O 5.97 -0.49 2.23
N 6.00 -1.06 4.37
N 4.20 -0.86 3.32
H 6.98 -0.87 4.52
H 5.44 -1.47 5.10
H 3.65 -0.54 2.55
H 3.68 -1.05 4.17
C 0.26 -3.85 -2.52
O -0.16 -4.79 -3.13
N 0.45 -2.65 -2.92
N 0.69 -3.98 -1.31
H 0.42 -2.43 -3.90
H 0.79 -1.90 -2.33
H 0.61 -4.90 -0.92
H 0.98 -3.23 -0.70
C -1.40 2.81 3.16
O -0.35 2.99 3.82
N -1.34 2.38 1.91
N -2.59 3.34 3.48
H -2.14 2.27 1.31
H -0.49 1.86 1.70
H -3.38 3.40 2.86
H -2.62 3.93 4.29
C -1.34 2.81 -3.61
O -2.27 2.38 -2.97
N -1.34 3.71 -4.59
N -0.11 2.48 -3.35
H -2.15 4.31 -4.74
H -0.46 3.94 -5.02
H 0.66 2.91 -3.83
H -0.07 1.87 -2.55
C -4.22 -2.05 0.01
O -5.07 -2.63 0.64
N -4.34 -1.60 -1.21
N -3.01 -1.86 0.50
H -5.14 -1.86 -1.77
H -3.60 -0.97 -1.49
H -2.79 -2.50 1.25
H -2.30 -1.33 0.03
```

For each atom in turn, the natural (NBO) charge in e is: Tl 0.997; F -0.626; C 0.722; O -0.586; N -0.788; N -0.725; H 0.425; H 0.393; H 0.412; H 0.400; C 0.714; O -0.494; N -0.765; N -0.704; H 0.420; H 0.408; H 0.423; H 0.406; C 0.738; O -0.503; N -0.733; N -0.773; H 0.407; H 0.423; H 0.409; H 0.428; C 0.755; O -0.615; N -0.814; N -0.818; H 0.423; H 0.385; H 0.390; H 0.411; C 0.726; O -0.483; N -0.725; N -0.736; H 0.444; H 0.400; H 0.430; H 0.398


[4]
DFT (ωB97M-V/def2-TZVPD) results for C5H20FN2O12V as an isolated structure at a distorted geometry.

## Properties
LUMO level (alpha / beta) (eV): 2.06 / 2.06
Net charge: -1
HOMO (alpha / beta) (eV): -5.30 / -5.33
Multiplicity: 2

```
41
C5H20FN2O12V | the OMol25 dataset | ωB97M-V/def2-TZVPD
O -3.98 -23.62 -28.08
V -4.23 -24.86 -27.16
N -6.46 -26.32 -29.22
O -5.99 -25.55 -28.30
O -7.67 -26.53 -29.23
O -5.70 -26.76 -30.08
N -5.43 -27.59 -25.63
O -5.01 -26.37 -25.64
O -5.48 -28.18 -24.54
O -5.77 -28.13 -26.67
F -3.20 -26.18 -28.25
C -2.68 -24.80 -24.35
O -2.52 -24.67 -25.76
H -2.36 -23.92 -23.79
H -3.67 -25.13 -24.07
H -2.00 -25.59 -23.98
H -1.64 -24.34 -25.95
C -1.60 -21.05 -25.54
O -2.22 -21.81 -26.55
H -2.13 -20.14 -25.22
H -1.50 -21.64 -24.63
H -0.60 -20.71 -25.84
H -2.29 -21.23 -27.31
C -6.62 -23.36 -26.24
O -5.28 -23.52 -25.78
H -7.28 -24.11 -25.79
H -7.07 -22.41 -25.95
H -6.76 -23.46 -27.31
H -5.24 -23.16 -24.89
C -0.24 -24.89 -29.05
O -1.03 -23.85 -28.50
H -0.01 -25.69 -28.34
H -0.83 -25.36 -29.83
H 0.69 -24.51 -29.48
H -0.57 -23.43 -27.77
C -7.69 -22.26 -29.87
O -6.31 -22.14 -29.59
H -8.17 -21.37 -29.47
H -7.92 -22.29 -30.94
H -8.10 -23.20 -29.47
H -5.82 -22.74 -30.17
```

For each atom in turn, the natural (NBO) charge in e is: O -0.494; V 1.564; N 0.740; O -0.590; O -0.493; O -0.455; N 0.734; O -0.647; O -0.508; O -0.426; F -0.658; C -0.262; O -0.695; H 0.152; H 0.236; H 0.178; H 0.504; C -0.252; O -0.705; H 0.159; H 0.169; H 0.154; H 0.479; C -0.272; O -0.712; H 0.187; H 0.162; H 0.246; H 0.498; C -0.248; O -0.704; H 0.162; H 0.209; H 0.138; H 0.447; C -0.253; O -0.728; H 0.165; H 0.155; H 0.182; H 0.481


[5]
DFT (ωB97M-V/def2-TZVPD) results for C5H20InN10O5 as an isolated structure at a distorted geometry.

## Properties
LUMO level (eV): -14.82
Net charge: +3
HOMO (eV): -18.58

```
41
C5H20InN10O5 | the OMol25 dataset | ωB97M-V/def2-TZVPD
In -0.62 -0.90 -0.71
C 3.21 0.45 -0.16
O 2.08 -0.12 -0.09
N 4.26 -0.03 0.55
N 3.42 1.59 -0.83
H 4.11 -0.66 1.31
H 5.09 -0.12 -0.03
H 2.75 1.88 -1.53
H 4.30 2.04 -0.65
C 0.56 0.78 2.73
O -0.19 0.23 1.91
N 0.13 1.73 3.59
N 1.84 0.35 2.97
H -0.85 1.86 3.77
H 0.84 2.11 4.19
H 2.06 -0.56 2.60
H 2.52 0.93 3.42
C 0.51 2.99 -0.84
O 0.16 1.81 -1.05
N 0.53 3.54 0.40
N 1.04 3.77 -1.82
H 0.26 3.00 1.20
H 0.78 4.51 0.41
H 0.87 4.77 -1.77
H 1.03 3.38 -2.75
C -3.30 -1.85 2.12
O -2.20 -1.62 1.54
N -4.04 -0.90 2.70
N -3.79 -3.10 2.17
H -4.95 -1.09 3.08
H -3.68 0.02 2.90
H -3.27 -3.88 1.79
H -4.56 -3.35 2.79
C -1.23 -2.88 -4.02
O -1.22 -2.42 -2.83
N -0.34 -2.52 -4.96
N -2.32 -3.57 -4.38
H -0.52 -2.85 -5.89
H 0.15 -1.66 -4.76
H -2.37 -3.90 -5.33
H -3.04 -3.76 -3.71
```

For each atom in turn, the natural (NBO) charge in e is: In 1.774; C 0.786; O -0.653; N -0.808; N -0.759; H 0.418; H 0.431; H 0.424; H 0.436; C 0.782; O -0.616; N -0.804; N -0.819; H 0.433; H 0.421; H 0.418; H 0.424; C 0.794; O -0.727; N -0.788; N -0.823; H 0.422; H 0.419; H 0.425; H 0.418; C 0.771; O -0.648; N -0.760; N -0.734; H 0.428; H 0.424; H 0.430; H 0.428; C 0.798; O -0.745; N -0.770; N -0.758; H 0.428; H 0.421; H 0.427; H 0.436


[6]
DFT (ωB97M-V/def2-TZVPD) results for a 5-piece molecular cluster, C5H20N10O5 overall at a distorted geometry.

## Properties
LUMO level (eV): 0.34
Net charge: 0
HOMO (eV): -9.34

```
40
C5H20N10O5 | the OMol25 dataset | ωB97M-V/def2-TZVPD
N -4.17 -2.01 -2.22
C -4.25 -2.33 -0.93
N -5.44 -2.86 -0.57
O -3.33 -2.17 -0.10
H -5.00 -2.24 -2.73
H -3.29 -1.67 -2.56
H -5.59 -3.11 0.39
H -6.17 -3.00 -1.24
N 0.25 4.44 -1.74
C 0.08 3.14 -1.63
N 1.16 2.42 -1.96
O -0.92 2.69 -1.04
H 1.06 4.72 -2.27
H -0.48 5.05 -1.41
H 1.19 1.42 -2.06
H 1.92 2.95 -2.37
N 2.37 1.32 0.74
C 3.09 2.32 1.25
N 3.89 2.89 0.33
O 3.02 2.66 2.43
H 1.74 0.89 1.39
H 2.50 0.89 -0.16
H 4.17 3.79 0.69
H 4.16 2.55 -0.57
N -0.38 -2.01 -0.13
C -0.06 -0.91 -0.84
N -1.11 -0.22 -1.25
O 1.13 -0.60 -1.00
H -1.36 -2.16 0.05
H 0.36 -2.52 0.34
H -0.83 0.66 -1.64
H -2.03 -0.64 -1.23
N 2.58 -1.59 2.69
C 1.62 -2.53 2.92
N 0.60 -2.16 3.69
O 1.65 -3.62 2.36
H 3.32 -1.79 2.04
H 2.34 -0.69 3.07
H -0.19 -2.79 3.58
H 0.38 -1.18 3.67
```

For each atom in turn, the natural (NBO) charge in e is: N -0.825; C 0.778; N -0.830; O -0.716; H 0.392; H 0.419; H 0.417; H 0.384; N -0.823; C 0.760; N -0.840; O -0.691; H 0.377; H 0.419; H 0.431; H 0.369; N -0.824; C 0.762; N -0.867; O -0.687; H 0.395; H 0.417; H 0.404; H 0.396; N -0.854; C 0.778; N -0.842; O -0.762; H 0.419; H 0.417; H 0.422; H 0.402; N -0.839; C 0.762; N -0.829; O -0.687; H 0.422; H 0.388; H 0.405; H 0.379


[7]
DFT (ωB97M-V/def2-TZVPD) results for a 4-piece molecular cluster, C5H20N12O4P overall at a distorted geometry.

## Properties
LUMO level (eV): -3.62
Net charge: +1
HOMO (eV): -11.75

```
42
C5H20N12O4P | the OMol25 dataset | ωB97M-V/def2-TZVPD
N 2.36 5.81 2.66
N 2.15 4.58 2.04
C 0.87 4.00 2.05
N -0.30 4.67 2.77
C -1.39 3.62 2.51
N -0.92 2.46 1.66
N 0.42 2.69 1.40
P 3.50 3.71 1.20
N 3.71 2.11 2.03
O 3.08 3.46 -0.51
H 1.63 6.47 2.27
H 2.23 5.76 3.69
H -2.51 3.58 2.86
H -1.40 1.62 1.28
H 0.99 2.02 0.82
H 2.77 1.66 2.17
H 4.15 2.25 2.97
H 2.83 4.40 -0.81
C -1.10 -1.12 0.00
O -1.56 -0.56 0.99
N -1.75 -1.15 -1.18
N 0.08 -1.74 0.00
H -1.40 -1.60 -2.00
H -2.65 -0.69 -1.22
H 0.61 -1.74 0.87
H 0.47 -2.21 -0.80
C 2.03 -4.95 0.36
O 1.51 -4.07 -0.31
N 2.28 -4.81 1.67
N 2.39 -6.14 -0.16
H 2.71 -5.53 2.24
H 2.02 -3.93 2.10
H 2.21 -6.28 -1.15
H 2.82 -6.87 0.37
C -3.98 -1.63 -4.05
O -3.10 -2.08 -3.33
N -5.01 -2.38 -4.50
N -4.00 -0.35 -4.46
H -5.74 -2.02 -5.09
H -5.03 -3.35 -4.21
H -3.25 0.25 -4.15
H -4.72 0.04 -5.05
```

For each atom in turn, the natural (NBO) charge in e is: N -0.602; N -0.555; C 0.565; N -0.460; C 0.244; N -0.362; N -0.410; P 1.321; N -1.112; O -0.949; H 0.377; H 0.381; H 0.281; H 0.505; H 0.464; H 0.365; H 0.420; H 0.506; C 0.769; O -0.762; N -0.824; N -0.823; H 0.423; H 0.407; H 0.396; H 0.427; C 0.777; O -0.706; N -0.836; N -0.834; H 0.395; H 0.401; H 0.414; H 0.393; C 0.773; O -0.700; N -0.834; N -0.840; H 0.393; H 0.415; H 0.404; H 0.394


Number 5 is which compound?
C5H20InN10O5


Look up the net charge of the sixth one.
0


Please write out number 5 again, unchanged.
DFT (ωB97M-V/def2-TZVPD) results for C5H20InN10O5 as an isolated structure at a distorted geometry.

## Properties
LUMO level (eV): -14.82
Net charge: +3
HOMO (eV): -18.58

```
41
C5H20InN10O5 | the OMol25 dataset | ωB97M-V/def2-TZVPD
In -0.62 -0.90 -0.71
C 3.21 0.45 -0.16
O 2.08 -0.12 -0.09
N 4.26 -0.03 0.55
N 3.42 1.59 -0.83
H 4.11 -0.66 1.31
H 5.09 -0.12 -0.03
H 2.75 1.88 -1.53
H 4.30 2.04 -0.65
C 0.56 0.78 2.73
O -0.19 0.23 1.91
N 0.13 1.73 3.59
N 1.84 0.35 2.97
H -0.85 1.86 3.77
H 0.84 2.11 4.19
H 2.06 -0.56 2.60
H 2.52 0.93 3.42
C 0.51 2.99 -0.84
O 0.16 1.81 -1.05
N 0.53 3.54 0.40
N 1.04 3.77 -1.82
H 0.26 3.00 1.20
H 0.78 4.51 0.41
H 0.87 4.77 -1.77
H 1.03 3.38 -2.75
C -3.30 -1.85 2.12
O -2.20 -1.62 1.54
N -4.04 -0.90 2.70
N -3.79 -3.10 2.17
H -4.95 -1.09 3.08
H -3.68 0.02 2.90
H -3.27 -3.88 1.79
H -4.56 -3.35 2.79
C -1.23 -2.88 -4.02
O -1.22 -2.42 -2.83
N -0.34 -2.52 -4.96
N -2.32 -3.57 -4.38
H -0.52 -2.85 -5.89
H 0.15 -1.66 -4.76
H -2.37 -3.90 -5.33
H -3.04 -3.76 -3.71
```

For each atom in turn, the natural (NBO) charge in e is: In 1.774; C 0.786; O -0.653; N -0.808; N -0.759; H 0.418; H 0.431; H 0.424; H 0.436; C 0.782; O -0.616; N -0.804; N -0.819; H 0.433; H 0.421; H 0.418; H 0.424; C 0.794; O -0.727; N -0.788; N -0.823; H 0.422; H 0.419; H 0.425; H 0.418; C 0.771; O -0.648; N -0.760; N -0.734; H 0.428; H 0.424; H 0.430; H 0.428; C 0.798; O -0.745; N -0.770; N -0.758; H 0.428; H 0.421; H 0.427; H 0.436


Look up the net charge of the first one.
0